*P*
This record from OMol25 describes a single C2H4O2 molecule. The level of theory is ωB97M-V/def2-TZVPD.

Results
LUMO energy = 0.77 eV
SMILES = COC=O
Orbital gap = 11.331 eV

CARTESIAN COORDINATES (ANGSTROEM)
1 C -1.353 0.449 0.039
2 O -0.476 -0.700 -0.090
3 C 0.734 -0.414 0.019
4 O 1.398 0.590 -0.028
5 H -0.960 1.575 -0.453
6 H -2.399 -0.039 -0.476
7 H -1.401 0.574 1.220
8 H 1.094 -1.440 0.304

---

*Q*
This record from OMol25 describes 2 unconnected molecules or ions with the total composition C2H4O2. The level of theory is ωB97M-V/def2-TZVPD.

Results
LUMO energy = 0.44 eV
SMILES = C=O.C=O
Orbital gap = 10.661 eV

CARTESIAN COORDINATES (ANGSTROEM)
1 C 2.695 -2.552 2.696
2 O 1.557 -2.759 3.167
3 H 2.675 -2.164 1.650
4 H 3.699 -2.676 3.167
5 C -1.808 1.063 6.369
6 O -2.580 1.177 7.331
7 H -2.221 1.331 5.367
8 H -0.840 0.507 6.382

---

*R*
This record from OMol25 describes a single C2H4O2 molecule. The level of theory is ωB97M-V/def2-TZVPD.

Results
LUMO energy = 0.94 eV
SMILES = COC=O
Orbital gap = 11.762 eV

CARTESIAN COORDINATES (ANGSTROEM)
1 C 0.480 -0.931 -0.033
2 O 0.385 0.374 0.539
3 C -0.571 1.192 0.106
4 O -1.480 0.911 -0.638
5 H 0.338 -0.876 -1.116
6 H -0.256 -1.610 0.412
7 H 1.495 -1.254 0.208
8 H -0.391 2.193 0.522

---

Short version: *Q* is the least stable of them.

---

*P*
This record from OMol25 describes a molecular structure, C2H4O2. The level of theory is ωB97M-V/def2-TZVPD.

Results
LUMO energy = 0.55 eV
Orbital gap = 8.783 eV

CARTESIAN COORDINATES (ANGSTROEM)
1 O -1.353 0.253 -0.144
2 C -0.344 -0.658 -0.016
3 C 1.261 0.610 -0.024
4 O 0.738 1.657 0.173
5 H -0.995 1.123 0.143
6 H -0.282 -1.147 0.970
7 H -0.357 -1.389 -0.833
8 H 1.332 -0.450 -0.269

---

*Q*
This record from OMol25 describes a single C2H4O2 molecule. The level of theory is ωB97M-V/def2-TZVPD.

Results
LUMO energy = 0.96 eV
SMILES = COC=O
Orbital gap = 11.819 eV

CARTESIAN COORDINATES (ANGSTROEM)
1 C 0.287 0.907 0.409
2 O 0.643 -0.462 0.131
3 C -0.305 -1.154 -0.499
4 O -1.304 -0.692 -0.970
5 H -0.537 0.902 1.173
6 H 1.236 1.326 0.721
7 H 0.004 1.375 -0.526
8 H -0.023 -2.202 -0.440

---

Short version: *P* is the least stable of them.